[1]
A structure of composition CH6ClN4 at a distorted geometry, computed with ωB97M-V/def2-TZVPD.

Atoms and positions in Å:
C  -1.02487  0.45893  -0.06580
N  -0.92536  1.65998  0.26572
N  1.22853  0.79963  -0.62666
N  0.34784  -0.04846  -0.82007
N  0.43259  -1.48485  0.26425
Cl  -2.41874  -0.49869  -0.16455
H  -1.52812  2.14928  0.92891
H  2.03700  0.75945  -1.17898
H  0.98121  1.55694  0.06814
H  0.08386  -2.25181  -0.34727
H  1.16738  -1.88448  0.79017
H  -0.38131  -1.21591  0.88615

Results
E_HOMO (spin up / spin down) (eV): -11.51 / -15.34
Total charge: +1
DFT total energy (eV): -19603.4842
Kohn-Sham gap (spin up / spin down) (eV): 7.7219 / 7.9907
Relative energy (zero: lowest compared OMol25 entry of this formula, charge and spin) (kcal per mole): 38.24
⟨S²⟩: 2.011
Multiplicity: 3

---

[2]
A structure of composition C23H13BaCl6N3O14 at a distorted geometry, computed with ωB97M-V/def2-TZVPD.

Atoms and positions in Å:
Ba  -0.08476  -0.19499  -0.00575
O  1.52794  1.97582  3.15134
C  0.93358  1.53005  2.00316
O  1.61442  1.38388  0.96677
C  -0.49081  2.13270  1.89400
O  -1.02718  1.96495  0.57864
C  -0.57661  2.94639  -0.37828
C  -0.48203  2.32233  -1.79556
O  -0.87264  3.00900  -2.74038
O  0.04858  1.16207  -1.82558
H  2.35059  1.47376  3.22727
H  -1.16424  1.65161  2.60100
H  -0.42491  3.19100  2.15627
H  -1.25882  3.79651  -0.39096
H  0.43500  3.27797  -0.12976
O  -2.10148  -1.87856  6.00095
C  -1.81359  -1.29729  4.98351
C  -0.48819  -0.61994  4.64197
O  0.33846  -0.23992  5.45515
C  -0.45994  -0.57002  3.18988
C  -1.70478  -0.94425  2.60721
O  -1.96116  -1.00191  1.37736
C  -2.67250  -1.18500  3.72354
O  -3.88312  -1.20228  3.66732
O  0.57487  -0.24960  2.43411
O  -2.52930  -3.43799  -4.53435
C  -3.48458  -2.56140  -4.28680
O  -4.53983  -2.56817  -4.88024
C  -3.18162  -1.57185  -3.22514
C  -4.00695  -0.54518  -2.81422
Cl  -5.54898  -0.03948  -3.34538
N  -3.40426  0.07519  -1.77744
N  -2.21420  -0.48891  -1.49681
C  -2.06698  -1.47655  -2.36282
C  -0.75544  -2.25144  -2.36659
O  -0.62837  -3.13066  -3.25099
O  0.08752  -1.92419  -1.50006
C  -3.84292  1.20132  -1.00264
C  -4.10115  0.99452  0.34176
C  -4.51861  2.06984  1.11082
C  -4.67059  3.32395  0.53076
C  -4.39248  3.51161  -0.81845
C  -3.96833  2.44330  -1.59669
H  -1.72862  -3.26171  -3.95548
H  -3.95094  0.01244  0.77468
H  -4.72435  1.91821  2.16337
H  -4.99595  4.16241  1.13531
H  -4.48797  4.49266  -1.26664
H  -3.69864  2.57491  -2.63593
Cl  2.08660  -3.86840  3.76835
C  2.09218  -3.02300  2.19032
Cl  0.65661  -3.37209  1.22901
H  2.95885  -3.35421  1.63650
H  2.10546  -1.95614  2.37906
Cl  5.00272  -0.38707  -2.88574
C  3.29873  0.12210  -2.52614
Cl  3.27334  1.87377  -2.35114
Cl  2.25694  -0.43230  -3.81057
C  2.95758  -0.53518  -1.24602
N  2.97774  -1.10697  -0.25144

Results
E_HOMO (eV): -2.70
Total charge: -2
DFT total energy (eV): -133029.8269
Kohn-Sham gap (eV): 6.3986
Relative energy (zero: lowest compared OMol25 entry of this formula, charge and spin) (kcal per mole): 78.12
Multiplicity: 1

---

[3]
A structure of composition C20H45N2P3S2Sm at a distorted geometry, computed with ωB97M-V/def2-TZVPD.

Atoms and positions in Å:
Sm  -0.41589  1.09178  -0.31261
P  -0.90572  -1.64420  0.66151
P  0.64767  0.04239  -2.66410
P  -2.95136  0.38163  -1.37766
H  1.02796  2.95866  3.07002
C  -0.05292  2.71778  3.10369
C  -0.46517  1.44825  3.20991
H  0.23472  0.62916  3.04079
C  0.17239  -2.60016  1.80916
C  -0.92296  -2.97738  -0.60735
C  -2.46591  -1.95386  1.58036
C  1.04332  1.55455  -3.63310
C  2.24816  -0.80141  -2.89583
C  -0.31948  -0.91289  -3.88508
C  -4.26992  0.83815  -0.17576
C  -3.55957  -1.17154  -2.06725
C  -3.21734  1.52467  -2.78315
H  -0.76602  3.51570  2.85906
H  -1.53142  1.18854  3.28585
H  0.43474  -1.99091  2.67753
H  1.09392  -2.91729  1.30249
H  -0.39449  -3.47414  2.15822
H  0.10231  -3.12026  -0.97599
H  -1.58147  -2.74855  -1.44944
H  -1.26100  -3.89860  -0.11479
H  -2.47745  -1.30069  2.46279
H  -2.47218  -2.99698  1.92231
H  -3.36236  -1.75833  0.98493
H  1.47203  1.23088  -4.59056
H  1.77590  2.15578  -3.07452
H  0.13823  2.16095  -3.78810
H  2.56766  -0.65655  -3.93685
H  2.15688  -1.87487  -2.69921
H  2.99487  -0.39679  -2.20523
H  0.27011  -1.00350  -4.80762
H  -1.27766  -0.43001  -4.10498
H  -0.53213  -1.91257  -3.48550
H  -5.12167  1.24824  -0.73365
H  -3.92491  1.58487  0.55550
H  -4.57004  -0.06211  0.37560
H  -4.55634  -1.00698  -2.50011
H  -3.59872  -1.94072  -1.28967
H  -2.87711  -1.52443  -2.84657
H  -4.25787  1.85865  -2.74721
H  -3.01540  0.99096  -3.72680
H  -2.56864  2.42071  -2.71989
C  -2.55761  4.78787  0.00945
C  -2.71736  5.68985  -1.06338
C  -3.31077  6.91597  -0.82148
C  -3.76981  7.23817  0.46721
C  -3.67204  6.30579  1.50271
C  -3.09500  5.06427  1.28405
S  -1.68249  3.33521  -0.23928
H  -0.40509  3.37517  0.39324
H  -2.38944  5.40366  -2.06351
H  -3.43498  7.62082  -1.64636
H  -4.22450  8.20120  0.65653
H  -4.07145  6.54627  2.49106
H  -3.03795  4.28931  2.04331
C  3.82086  -2.09277  2.97820
N  3.62951  -0.91517  2.09907
C  2.95922  -0.91019  0.93013
S  2.20735  0.58410  0.45817
N  2.95726  -2.08095  0.20650
C  4.17019  -2.90156  0.23274
H  4.81209  -2.55901  2.83547
H  3.04988  -2.86452  2.85101
H  3.78291  -1.71460  4.00836
H  3.44466  -0.05268  2.62078
H  2.48859  -2.03118  -0.69595
H  4.03780  -3.79074  0.86483
H  4.39429  -3.28769  -0.76798
H  5.01897  -2.31749  0.59166

Results
E_HOMO (spin up / spin down) (eV): -17.18 / -17.18
Total charge: +3
DFT total energy (eV): -91866.4429
Kohn-Sham gap (spin up / spin down) (eV): 7.0052 / 8.2188
Relative energy (zero: lowest compared OMol25 entry of this formula, charge and spin) (kcal per mole): 0.00
⟨S²⟩: 8.766
Multiplicity: 6

---

[4]
An isolated molecule of C3H8S at a distorted geometry, computed with ωB97M-V/def2-TZVPD.

Atoms and positions in Å:
C  -0.64099  1.12843  -0.88650
C  -0.54139  -0.12353  -0.01318
C  0.92828  -0.37723  0.29565
S  1.28083  -1.90527  1.17412
H  -1.64470  1.49867  -1.08932
H  -0.03520  1.16191  -1.78922
H  -0.19821  1.91534  -0.25463
H  -1.21022  -0.00398  0.84972
H  -0.97667  -1.01283  -0.52401
H  1.33833  0.56065  0.65051
H  1.37427  -0.77587  -0.61029
H  0.32568  -2.06628  2.19716

Results
E_HOMO (eV): -9.02
SMILES: CCCS
Total charge: 0
DFT total energy (eV): -14075.4325
Kohn-Sham gap (eV): 10.0437
Relative energy (zero: lowest compared OMol25 entry of this formula, charge and spin) (kcal per mole): 11.28
Multiplicity: 1

---

[5]
An isolated molecule of C5H10O, computed with ωB97M-V/def2-TZVPD.

Atoms and positions in Å:
C  -1.88515  0.56648  0.17892
C  -0.96891  -0.56010  -0.28117
C  0.32035  -0.50670  0.48243
C  1.63116  -1.00687  -0.04554
C  1.41331  0.46522  0.14774
O  1.30227  1.15227  -1.07116
H  -1.39467  1.53387  0.01514
H  -2.08242  0.48350  1.25455
H  -2.84100  0.57065  -0.35066
H  -1.43979  -1.53772  -0.11446
H  -0.75423  -0.48593  -1.35201
H  0.21761  -0.67697  1.55454
H  2.13310  -1.65095  0.66244
H  1.74415  -1.28172  -1.09177
H  1.89997  1.03730  0.93900
H  0.70423  1.89766  -0.92798

Results
E_HOMO (eV): -9.61
SMILES: CC[C@H]1C[C@H]1O
Total charge: 0
DFT total energy (eV): -7393.5417
Kohn-Sham gap (eV): 10.5952
Relative energy (zero: lowest compared OMol25 entry of this formula, charge and spin) (kcal per mole): 28.22
Multiplicity: 1

---

[6]
A structure of composition C19H19IrN3O5S at a distorted geometry, computed with ωB97M-V/def2-TZVPD.

Atoms and positions in Å:
Ir  -0.44523  -0.33508  0.12077
O  -2.37894  0.73176  1.16176
C  -2.28610  0.71487  2.58952
C  -1.87707  -0.66060  3.09907
N  -0.68791  -1.14538  2.39973
C  -0.80577  -2.57541  2.10786
C  -1.91400  -2.78158  1.04420
O  -2.66502  -3.71876  1.14999
O  -1.95820  -1.86002  0.13550
C  0.56247  -0.78240  3.04369
C  1.77087  -0.79147  2.07028
O  2.86456  -0.60449  2.54152
O  1.47910  -0.98575  0.82497
H  -3.03952  0.08034  0.87992
H  -1.55500  1.47947  2.85349
H  -3.24635  0.98659  3.03595
H  -1.71441  -0.63646  4.18103
H  -2.69388  -1.35911  2.90602
H  0.13715  -2.94680  1.70852
H  -1.06566  -3.17001  2.98672
H  0.50678  0.23479  3.43487
H  0.81373  -1.45908  3.86627
N  0.28334  -0.82625  -2.01386
C  0.11072  0.19137  -2.99727
C  -0.44534  -0.10883  -4.23333
C  -0.54758  0.86619  -5.21132
C  -0.08542  2.14806  -4.95600
C  0.44115  2.45351  -3.71241
C  0.51973  1.48987  -2.71152
C  0.99964  1.88185  -1.37192
C  2.18900  2.59933  -1.26493
C  2.62310  3.08662  -0.04222
C  1.84006  2.90997  1.08801
C  0.65184  2.20305  0.99012
C  0.26120  1.61446  -0.21178
H  -0.09389  -1.72220  -2.31462
H  1.25914  -0.93909  -1.73971
H  -0.78622  -1.11771  -4.43400
H  -0.98711  0.62529  -6.16906
H  -0.15639  2.91297  -5.71650
H  0.77838  3.45754  -3.49145
H  2.77914  2.75949  -2.15774
H  3.56195  3.61901  0.02337
H  2.14769  3.31966  2.04015
H  0.02823  2.12018  1.87225
S  0.95687  -3.77006  -0.99235
C  0.93635  -4.75848  0.31852
N  0.93288  -5.43124  1.26793

Results
E_HOMO (spin up / spin down) (eV): -7.42 / -7.01
Total charge: 0
DFT total energy (eV): -48389.2678
Kohn-Sham gap (spin up / spin down) (eV): 4.6478 / 3.4790
Relative energy (zero: lowest compared OMol25 entry of this formula, charge and spin) (kcal per mole): 98.49
⟨S²⟩: 0.763
Multiplicity: 2

---

[7]
A cluster of 2 separate species, C2H3Cl2FS in total at a distorted geometry, computed with ωB97M-V/def2-TZVPD.

Atoms and positions in Å:
C  -0.74171  -0.32405  1.00707
C  0.60405  0.02783  0.42186
H  -1.46994  -0.57829  -1.75291
H  -0.80976  0.17459  2.08215
H  -0.68222  -1.53236  1.36543
F  1.55330  -0.05056  1.44575
S  -2.16976  -0.18475  -0.02733
Cl  1.01833  -1.19087  -0.83916
Cl  0.42427  1.60996  -0.50453

Results
E_HOMO (eV): -9.35
Total charge: 0
DFT total energy (eV): -40717.3688
Kohn-Sham gap (eV): 8.5666
Relative energy (zero: lowest compared OMol25 entry of this formula, charge and spin) (kcal per mole): 63.69
Multiplicity: 1

---

[8]
An isolated molecule of CH3Br2PS at a distorted geometry, computed with ωB97M-V/def2-TZVPD.

Atoms and positions in Å:
C  1.52628  0.45577  -0.94339
P  -1.37610  -1.01207  1.32089
S  -0.30282  0.46009  0.23171
Br  -2.74906  -1.73123  -0.18556
Br  -2.59959  0.22157  2.40509
H  2.13856  0.78295  -0.11099
H  1.96665  -0.49478  -1.09423
H  1.39608  1.31770  -1.62353

Results
E_HOMO (eV): -8.74
SMILES: CSP(Br)Br
Total charge: 0
DFT total energy (eV): -161293.9793
Kohn-Sham gap (eV): 8.0695
Relative energy (zero: lowest compared OMol25 entry of this formula, charge and spin) (kcal per mole): 55.95
Multiplicity: 1